Entry 1:
C26H34N6O2S | ωB97M-V/def2-TZVPD

Structure (XYZ):
```
69
Properties=species:S:1:pos:R:3
C 0.25 -0.74 -6.20
C -0.89 -1.20 -5.31
N -0.46 -1.41 -3.94
C -1.39 -2.23 -3.19
C -0.84 -2.58 -1.81
C -0.51 -1.31 -1.01
C -1.85 -0.58 -0.74
O -2.91 -1.17 -0.73
N -1.75 0.74 -0.51
C -2.90 1.59 -0.26
C -3.00 1.99 1.22
C -2.45 3.42 1.33
C -1.88 3.75 -0.06
C -2.74 2.92 -1.00
N 0.12 -1.68 0.28
C -0.58 -1.39 1.52
C -0.13 -0.12 2.17
C -0.41 0.30 3.44
C 0.17 1.55 3.75
C 0.89 2.07 2.73
S 0.88 1.04 1.35
C 1.28 -2.38 0.28
O 1.94 -2.61 -0.72
C 1.77 -3.00 1.60
N 2.06 -2.08 2.66
N 1.48 -2.18 3.86
N 1.92 -1.28 4.65
C 2.84 -0.53 3.99
C 3.60 0.57 4.38
C 4.44 1.11 3.43
C 4.55 0.59 2.14
C 3.81 -0.50 1.73
C 2.95 -1.05 2.68
C 0.43 -0.46 -1.88
C -0.22 -0.17 -3.23
H -0.05 -0.80 -7.24
H 1.12 -1.38 -6.04
H 0.54 0.29 -5.99
H -1.25 -2.17 -5.68
H -1.73 -0.49 -5.37
H -2.37 -1.73 -3.07
H -1.55 -3.16 -3.74
H -1.57 -3.17 -1.27
H 0.08 -3.16 -1.94
H -0.85 1.18 -0.45
H -3.77 1.02 -0.59
H -2.44 1.29 1.84
H -4.04 1.95 1.55
H -3.25 4.12 1.57
H -1.69 3.50 2.11
H -0.83 3.44 -0.12
H -1.93 4.81 -0.28
H -3.71 3.39 -1.13
H -2.28 2.79 -1.99
H -1.65 -1.33 1.31
H -0.46 -2.21 2.23
H -1.00 -0.28 4.13
H 0.05 2.03 4.71
H 1.44 2.98 2.69
H 1.04 -3.72 1.98
H 2.69 -3.54 1.34
H 3.52 0.98 5.37
H 5.05 1.97 3.69
H 5.23 1.05 1.44
H 3.87 -0.91 0.73
H 0.73 0.46 -1.39
H 1.33 -1.05 -2.07
H -1.16 0.40 -3.09
H 0.46 0.44 -3.82
```

The calculation puts the LUMO energy at 0.414 eV. The value obtained for the energy above the lowest of the compared OMol25 structures with the same formula, charge and spin is 11.2 kcal/mol. The calculation puts the highest occupied orbital energy at -8.472 eV. The SMILES is CCN1CCC(C(=O)NC2CCCC2)(N(Cc2cccs2)C(=O)Cn2nnc3ccccc32)CC1.



Entry 2:
C26H35DyO2 | ωB97M-V/def2-TZVPD

Structure (XYZ):
```
64
Properties=species:S:1:pos:R:3
O -0.46 0.79 -0.78
C 0.66 0.73 -1.76
C 0.09 1.88 -2.60
H 0.68 -0.26 -2.25
H 1.61 0.99 -1.29
C -1.14 1.78 -1.68
H -0.19 1.63 -3.62
H 0.74 2.78 -2.51
C -2.31 1.02 -2.29
H -1.97 0.01 -2.56
H -2.69 1.54 -3.18
H -3.11 0.91 -1.54
C -1.50 3.13 -1.08
H -0.62 3.72 -0.82
H -2.14 3.05 -0.19
H -2.06 3.70 -1.84
Dy 0.06 0.19 1.32
C 0.92 2.10 2.79
C 2.17 1.45 2.57
C 2.58 1.67 1.22
H 2.74 0.89 3.32
C 1.56 2.43 0.59
C 0.53 2.72 1.55
H -0.31 3.39 1.41
H 0.41 2.25 3.74
H 3.53 1.37 0.76
H 1.60 2.82 -0.43
C -1.85 0.02 3.13
C -2.18 1.20 2.40
C -2.61 0.80 1.10
H -2.20 2.22 2.78
C -2.45 -0.61 0.99
C -2.02 -1.11 2.26
H -1.89 -2.16 2.52
H -1.65 -0.01 4.20
H -3.12 1.45 0.39
H -2.65 -1.21 0.09
O 0.06 -0.79 -4.02
C -0.30 0.04 -5.17
C 0.20 -0.58 -6.48
H 0.20 1.03 -5.08
H -1.39 0.25 -5.16
C 1.17 -1.69 -6.02
H 0.72 0.21 -7.05
H -0.64 -0.95 -7.06
C 1.01 -1.77 -4.48
H 2.21 -1.45 -6.27
H 0.90 -2.65 -6.46
H 1.97 -1.58 -3.95
H 0.66 -2.77 -4.16
C 1.31 -1.81 2.23
C 1.10 -2.32 3.59
C 0.95 -3.70 3.93
C 0.84 -4.10 5.27
C 0.81 -3.15 6.30
C 0.86 -1.78 5.98
C 1.03 -1.36 4.66
H 0.93 -2.47 1.44
H 2.33 -1.43 2.05
H 0.93 -4.46 3.14
H 0.78 -5.17 5.52
H 0.74 -3.47 7.33
H 0.77 -1.03 6.76
H 1.10 -0.29 4.41
```

The calculation puts the LUMO energy (alpha / beta) at 0.245 / 0.248 eV. The calculation puts the highest occupied orbital energy (alpha / beta) at -6.586 / -6.504 eV. As for the expectation value of S²: 9.35. The spin multiplicity is 6.



Entry 3:
C26H35F3NO12PS | ωB97M-V/def2-TZVPD

Structure (XYZ):
```
79
Properties=species:S:1:pos:R:3
C -0.24 3.29 0.97
C 1.08 3.80 0.42
O 1.82 4.46 1.12
O 1.37 3.45 -0.87
C 2.57 2.70 -0.97
C 2.36 1.22 -0.61
O 1.87 0.49 -1.74
C 1.81 -0.85 -1.57
O 1.71 -1.59 -2.52
C 1.88 -1.40 -0.16
C 3.06 -1.98 0.24
C 3.14 -2.47 1.51
C 4.45 -3.10 1.99
P 4.83 -2.71 3.74
O 4.51 -1.32 4.07
O 6.37 -3.04 3.93
O 4.08 -3.76 4.68
N 2.10 -2.39 2.32
C 0.93 -1.81 1.98
S -0.29 -1.79 3.31
C 0.51 -0.88 4.65
O -0.45 -3.15 3.73
O -1.49 -1.11 2.96
C 0.79 -1.33 0.72
C -0.48 -0.67 0.20
C -1.61 -1.66 -0.29
C -1.19 -3.14 -0.18
O -2.81 -1.53 0.42
C -3.65 -0.52 -0.10
C -4.50 0.03 1.05
C -4.74 -0.72 2.17
C -5.50 -0.23 3.21
C -5.98 1.05 3.09
C -5.73 1.82 1.99
C -5.00 1.31 0.95
H -0.77 2.65 0.26
H -0.09 2.77 1.93
H -0.87 4.16 1.18
H 3.35 3.08 -0.30
H 2.98 2.79 -1.98
H 1.67 1.21 0.24
H 3.34 0.85 -0.28
H 3.92 -2.04 -0.42
H 5.24 -2.70 1.35
H 4.39 -4.18 1.83
H 6.88 -2.23 3.83
H 3.37 -3.27 5.13
H 2.21 -2.76 3.26
H 1.05 -1.59 5.28
H -0.20 -0.25 5.17
H 1.27 -0.23 4.17
H -0.21 -0.06 -0.67
H -0.92 0.03 0.92
H -1.79 -1.49 -1.36
H -1.10 -3.36 0.89
H -2.02 -3.75 -0.54
H -0.27 -3.35 -0.73
H -3.12 0.30 -0.60
H -4.38 -0.92 -0.83
H -4.35 -1.73 2.27
H -5.73 -0.80 4.10
H -6.56 1.47 3.91
H -6.10 2.84 1.91
H -4.80 1.87 0.04
C 1.14 1.36 -4.90
C -0.32 0.96 -4.74
O -1.24 2.01 -4.91
C -1.62 2.38 -6.29
O -1.99 1.36 -7.00
C -0.52 3.24 -6.99
F 0.08 4.11 -6.12
F -1.07 4.02 -7.95
F 0.47 2.55 -7.57
H 1.33 2.33 -4.45
H 1.78 0.61 -4.42
H 1.44 1.41 -5.95
H -0.46 0.64 -3.70
H -0.57 0.09 -5.36
H -2.40 3.15 -6.07
```

The calculation puts the LUMO energy at -3.511 eV. The calculation puts the highest occupied orbital energy at -5.071 eV.



Entry 4:
C26H35GaO2 | ωB97M-V/def2-TZVPD

Structure (XYZ):
```
64
Properties=species:S:1:pos:R:3
O 0.30 2.53 -2.10
C 0.92 3.33 -3.16
C -0.25 4.33 -3.21
H 0.99 2.75 -4.10
H 1.90 3.76 -2.92
C -0.90 3.34 -2.19
H -0.76 4.36 -4.18
H -0.04 5.31 -2.77
C -2.03 2.58 -2.85
H -1.75 2.31 -3.87
H -2.92 3.22 -2.89
H -2.29 1.67 -2.29
C -1.30 3.97 -0.86
H -0.66 4.82 -0.58
H -1.27 3.23 -0.04
H -2.34 4.35 -0.91
Ga 0.26 -2.20 -0.41
C 0.60 2.28 3.23
C 0.89 0.89 3.13
C 1.09 0.59 1.76
H 0.98 0.18 3.96
C 1.06 1.80 1.02
C 0.73 2.84 1.92
H 0.55 3.88 1.66
H 0.29 2.79 4.14
H 1.21 -0.41 1.36
H 1.29 1.89 -0.04
C -2.35 -0.69 3.63
C -2.61 0.64 3.16
C -2.57 0.61 1.74
H -2.79 1.51 3.77
C -2.24 -0.72 1.34
C -2.15 -1.52 2.51
H -1.99 -2.60 2.51
H -2.32 -1.01 4.68
H -2.76 1.43 1.05
H -2.10 -1.04 0.31
O 0.03 -1.96 -2.59
C -0.60 -1.22 -3.64
C -0.07 -1.72 -4.99
H -0.40 -0.16 -3.49
H -1.68 -1.37 -3.56
C 1.04 -2.71 -4.65
H 0.29 -0.89 -5.62
H -0.87 -2.22 -5.55
C 1.01 -2.89 -3.12
H 2.00 -2.31 -4.99
H 0.88 -3.67 -5.14
H 1.98 -2.66 -2.65
H 0.72 -3.89 -2.79
C 0.70 -3.59 1.12
C 1.31 -3.05 2.40
C 2.57 -2.42 2.46
C 3.07 -1.92 3.67
C 2.34 -2.04 4.86
C 1.11 -2.72 4.83
C 0.63 -3.23 3.63
H 1.39 -4.24 0.55
H -0.24 -4.12 1.31
H 3.14 -2.27 1.54
H 4.04 -1.43 3.70
H 2.72 -1.64 5.79
H 0.54 -2.85 5.75
H -0.31 -3.79 3.60
```

The calculation puts the LUMO energy (alpha / beta) at -0.721 / -1.810 eV. The value obtained for the energy above the lowest of the compared OMol25 structures with the same formula, charge and spin is 82.2 kcal/mol. The calculation puts the highest occupied orbital energy (alpha / beta) at -5.859 / -5.543 eV.